(1)
24
Properties=species:S:1:pos:R:3:forces:R:3 method="wB97M-V/def2-TZVPD" e_homo_ev=-9.1 relative_energy_kcal_mol=16.9 smiles="CNC(C)=O.CNC(C)=O" charge=0 lumo_energy_ev=0.6
C -2.76314 -1.65650 0.94494 0.33 -1.00 0.10
C -1.72483 1.77028 -0.29200 -0.85 -0.35 -0.74
C -1.93262 -0.41462 0.74451 0.70 -0.39 0.85
O -0.81511 -0.30075 1.24270 -0.21 0.05 -0.32
N -2.49968 0.57926 0.04479 -0.36 0.23 -0.32
H -3.38522 -1.84135 0.06418 -0.12 -0.02 0.24
H -3.39053 -1.52561 1.84133 0.15 -0.11 -0.36
H -3.44147 0.44681 -0.29605 0.32 0.16 -0.04
H -2.33927 2.40007 -0.95813 0.24 -0.17 0.44
H -2.10576 -2.56322 1.09881 -0.63 1.21 -0.11
H -1.46143 2.30992 0.61280 0.28 0.08 -0.10
H -0.86349 1.43843 -0.87968 -0.02 0.32 0.39
C 2.46841 -1.53501 0.82257 2.35 0.09 -0.14
C 1.92883 1.48223 -1.44194 -0.22 0.48 0.79
C 2.40254 0.11540 -0.95829 1.60 -0.26 -2.15
O 3.21324 -0.53411 -1.63890 -0.69 0.64 0.54
N 1.97420 -0.31612 0.20977 0.58 -1.17 0.51
H 1.27678 0.18776 0.65293 -1.59 0.84 1.08
H 3.63393 -1.48179 0.76415 -2.02 -0.35 0.00
H 1.71235 1.43184 -2.49443 0.12 -0.18 -0.49
H 2.22448 -1.56032 1.89253 -0.27 0.02 -0.48
H 2.14315 -2.45363 0.29861 0.08 0.52 0.30
H 0.96752 1.80641 -0.95976 1.30 -0.01 -0.09
H 2.77713 2.21464 -1.31543 -1.07 -0.64 0.09

(2)
56
Properties=species:S:1:pos:R:3:forces:R:3 method="wB97M-V/def2-TZVPD" e_homo_ev=-4.4 relative_energy_kcal_mol=0.0 charge=-1 lumo_energy_ev=2.1
Zn -0.01170 -0.10940 -1.27813 -0.01 -0.01 -0.02
Br 1.08111 5.14647 3.16884 -0.01 -0.02 0.00
C 1.33251 3.80335 1.85861 0.07 0.01 -0.04
C 2.57787 3.55981 1.30876 -0.06 0.04 0.06
Br 4.08227 4.56229 1.87628 -0.02 -0.03 -0.02
C 2.72557 2.57178 0.31969 0.10 0.04 -0.06
Br 4.41048 2.18695 -0.45702 -0.06 0.01 0.00
C 1.64999 1.82061 -0.15453 0.03 -0.05 -0.04
O 1.73419 0.91771 -1.07765 -0.03 0.12 0.19
C 0.35892 2.04591 0.45709 0.00 0.01 0.07
O -0.63024 1.29068 0.07187 0.02 0.05 0.08
C 0.23786 3.03684 1.42142 -0.02 -0.01 -0.01
Br -1.51333 3.29180 2.12291 0.01 -0.02 0.03
O 2.87187 -5.02537 -2.75778 -0.19 0.32 -0.45
C 2.83714 -4.96385 -1.44633 -0.20 0.06 0.29
O 3.34572 -5.81299 -0.75022 0.02 0.04 -0.08
C 2.09994 -3.81469 -0.82661 0.01 0.08 -0.07
C 1.87237 -3.69088 0.53135 0.14 0.01 -0.12
Cl 2.39421 -4.66239 1.82377 -0.05 0.01 0.08
N 1.18049 -2.54853 0.74497 -0.11 -0.10 0.07
N 0.94843 -1.91927 -0.41315 0.10 -0.16 -0.24
C 1.48201 -2.65006 -1.37031 -0.02 -0.15 0.12
C 1.27686 -2.16299 -2.79287 0.05 -0.06 -0.22
O 1.78676 -2.82466 -3.71241 0.12 -0.41 0.16
O 0.57747 -1.12919 -2.93061 0.01 -0.13 0.17
C 0.61138 -2.03668 1.94553 0.01 0.06 0.11
C 0.79509 -0.69732 2.24238 0.06 0.01 -0.06
C 0.19706 -0.16201 3.37144 -0.04 0.02 0.05
C -0.55728 -0.97101 4.21003 0.02 -0.01 -0.02
C -0.72442 -2.31849 3.91084 0.01 0.04 0.02
C -0.14984 -2.85636 2.76825 -0.05 -0.04 -0.04
H 2.42170 -4.22652 -3.19671 0.17 0.06 0.17
H 1.40004 -0.08317 1.58961 0.00 0.04 -0.04
H 0.32330 0.89041 3.58987 0.00 0.02 -0.02
H -1.01439 -0.55117 5.09704 0.00 -0.01 0.00
H -1.31087 -2.95265 4.56371 0.00 -0.01 -0.01
H -0.30130 -3.89597 2.51050 0.03 0.01 0.00
C -2.00038 3.45192 -1.96863 0.13 -0.13 -0.04
S -0.74443 2.38549 -2.69825 -0.11 0.43 0.00
C -0.99114 2.86888 -4.41513 -0.02 -0.17 0.17
O -1.31214 0.99348 -2.62976 -0.02 -0.03 -0.21
H -1.77910 4.49016 -2.21328 0.01 0.01 0.01
H -1.94996 3.29662 -0.89114 0.02 0.01 -0.04
H -2.97388 3.14895 -2.35422 -0.01 0.03 -0.03
H -0.76017 3.92543 -4.54136 0.01 0.00 0.02
H -2.02258 2.64417 -4.68485 0.00 0.04 -0.04
H -0.30974 2.25646 -5.00244 -0.01 0.02 -0.02
C -3.46416 0.49084 -0.34466 -0.03 -0.01 -0.03
C -2.66834 -0.69007 0.13080 0.09 0.17 0.18
N -2.94862 -1.12814 1.38001 -0.05 -0.07 0.04
O -1.79939 -1.23914 -0.53911 -0.10 -0.10 -0.09
H -4.47519 0.48666 0.06287 -0.02 -0.02 -0.01
H -3.47733 0.49703 -1.43042 -0.01 0.00 -0.01
H -2.93165 1.38105 -0.00216 -0.02 -0.07 0.01
H -3.50156 -0.55715 1.99401 0.00 0.04 -0.02
H -2.28948 -1.76166 1.80729 0.04 0.02 -0.01

(3)
50
Properties=species:S:1:pos:R:3:forces:R:3 method="wB97M-V/def2-TZVPD" e_homo_ev=-4.2 relative_energy_kcal_mol=0.0 charge=-1 lumo_energy_ev=1.9
Sr 0.57955 0.80837 0.42479 0.14 0.48 0.29
S 0.77397 0.95692 3.27936 -0.01 -0.09 0.05
C 0.28835 2.61242 3.54577 0.15 0.07 -0.49
C -0.10988 2.88546 4.88451 -0.25 0.08 0.48
N -0.47242 3.05318 5.96624 0.02 -0.01 0.02
C 0.24741 3.64372 2.64513 0.10 -0.51 0.01
S 0.65402 3.62737 0.95574 -0.02 0.02 -0.16
C -0.20607 4.91080 3.11415 -0.09 0.47 0.20
N -0.57397 5.94739 3.45739 -0.05 0.02 0.00
F 7.92914 -0.83524 -0.93224 -0.04 0.01 0.01
C 6.60454 -0.63633 -0.78741 0.06 -0.01 -0.01
C 6.12526 0.29157 0.12143 0.15 0.00 0.01
F 7.00038 0.99435 0.85966 -0.10 -0.04 -0.04
C 4.76870 0.49361 0.26360 -0.30 0.08 0.10
F 4.33450 1.40308 1.14979 0.10 -0.07 -0.07
C 3.80521 -0.21420 -0.48615 0.21 -0.12 -0.20
O 2.53382 -0.01686 -0.36639 0.39 -0.25 -0.18
C 4.34424 -1.14818 -1.39395 -0.21 0.05 0.04
F 3.49073 -1.86675 -2.15392 0.11 0.01 0.01
C 5.70061 -1.35446 -1.54617 0.04 -0.06 -0.05
F 6.15409 -2.25501 -2.43798 -0.05 0.05 0.06
C -4.20489 -0.52091 -1.01351 0.00 0.03 -0.01
N -4.30164 0.12127 0.28457 0.13 -0.10 0.04
C -5.63658 0.52062 0.67697 0.02 0.05 -0.01
P -2.99396 0.05942 1.30023 -0.16 0.04 0.00
O -1.73954 0.27121 0.50973 -0.43 -0.30 0.01
N -3.33514 1.19543 2.43585 0.09 -0.12 -0.13
C -3.21107 2.59330 2.01541 -0.07 0.00 0.05
C -3.12517 0.95760 3.86025 -0.04 0.01 0.01
N -2.96645 -1.42968 2.02049 0.03 0.13 -0.02
C -4.17453 -2.14860 2.36392 -0.01 0.00 -0.02
C -1.76715 -1.90189 2.70152 -0.02 -0.04 -0.04
H -4.72734 -1.48497 -1.03154 -0.02 0.00 0.01
H -3.15880 -0.68400 -1.26101 -0.02 -0.01 -0.03
H -4.64645 0.12295 -1.77845 0.00 -0.01 -0.02
H -6.33296 -0.32714 0.68989 0.02 -0.02 -0.01
H -6.02664 1.25957 -0.02890 -0.01 0.01 0.00
H -5.60423 0.96549 1.66801 -0.05 0.01 -0.01
H -3.44616 2.68239 0.95481 -0.01 0.01 0.01
H -2.20473 2.97683 2.17531 0.09 0.02 0.02
H -3.91520 3.20296 2.58515 -0.01 0.00 -0.01
H -3.37095 -0.07353 4.10664 -0.02 0.01 0.01
H -3.79054 1.61285 4.42564 0.00 0.00 0.00
H -2.09950 1.15250 4.16737 0.13 0.04 0.03
H -5.01892 -1.76944 1.79316 -0.01 -0.02 0.00
H -4.41222 -2.06451 3.43154 0.00 0.00 0.00
H -4.05302 -3.21014 2.12959 0.00 0.00 0.01
H -0.95975 -1.18049 2.59862 0.04 0.02 0.02
H -1.45329 -2.86642 2.29226 0.00 0.00 0.01
H -1.95400 -2.02357 3.77254 0.00 0.01 0.02

(4)
16
Properties=species:S:1:pos:R:3:forces:R:3 method="wB97M-V/def2-TZVPD" e_homo_ev=-8.6 relative_energy_kcal_mol=41.1 smiles=CN[C@@H]1[C@H](S)[C@@H]1S charge=0 lumo_energy_ev=0.8
C 1.42004 -1.69678 -0.37757 -1.78 -1.25 -0.05
C 0.51474 0.42275 0.22760 -0.40 0.10 0.04
C -0.37766 1.63270 0.06204 0.58 -0.80 0.34
C -0.66294 0.62201 1.16191 0.60 -0.12 -0.65
H 1.12298 -2.59159 -1.01641 1.31 1.19 0.28
H 2.42896 -1.30375 -0.38901 0.32 -0.61 -0.28
H 1.14518 -2.07600 0.61905 0.50 0.20 0.24
H -0.44896 -1.05993 -0.83051 1.34 1.07 0.24
H 1.47483 0.66606 0.69178 -0.13 -0.44 -0.40
H 0.03709 2.55698 0.40425 0.08 0.42 0.12
H -0.60808 1.01237 -2.18712 0.26 -0.22 -0.01
H -0.33748 0.91111 2.11490 0.04 0.63 1.27
H -2.85235 0.25635 0.44294 0.10 -0.18 0.09
N 0.51413 -0.61953 -0.75588 -1.21 -0.28 -0.28
S -1.35401 1.75473 -1.36773 -1.00 0.47 -0.65
S -2.01648 -0.48748 1.19976 -0.61 -0.18 -0.29

(5)
31
Properties=species:S:1:pos:R:3:forces:R:3 method="wB97M-V/def2-TZVPD" spin_multiplicity=4 e_homo_ev="-14.3 / -15.8" relative_energy_kcal_mol=0.0 charge=+2 lumo_energy_ev="-7.2 / -7.9"
Mo -0.12996 -0.99293 -0.57123 0.79 -1.70 -0.59
N 0.37998 -1.35601 1.53296 -2.89 0.55 -0.09
C 0.23039 -0.03305 2.16865 -0.09 0.90 0.26
C -1.21064 0.43773 1.98763 0.89 -0.65 0.63
N -1.37113 0.42247 0.53891 -2.24 -0.32 -0.98
C -1.22308 1.76401 -0.04793 -0.38 0.43 -0.49
C -1.47832 1.66827 -1.54651 0.13 -0.11 0.45
N -0.87340 0.42536 -2.08570 0.74 0.33 0.44
H -0.29524 -2.02473 1.94952 0.34 0.41 -0.28
H 1.24777 -1.75534 1.71515 2.06 -0.75 0.27
H 0.85875 0.70133 1.63072 -0.09 -0.49 0.32
H 0.54983 -0.05307 3.18909 0.13 -0.01 0.73
H -1.34674 1.44865 2.36049 -0.03 0.00 0.25
H -1.94503 -0.22766 2.46132 0.25 0.14 -0.09
H -2.33843 0.06019 0.32725 1.04 0.66 0.14
H -0.20833 2.11976 0.13623 0.01 -0.07 0.12
H -1.92661 2.48096 0.40089 0.22 -0.22 -0.02
H -0.98595 2.48077 -2.02378 0.22 0.86 -0.39
H -2.52163 1.75448 -1.79478 -0.46 -0.29 -0.03
H -0.12040 0.69074 -2.70484 0.10 -0.12 -0.37
H -1.50231 -0.14517 -2.61817 -0.64 -0.17 -0.45
S 0.94834 -1.91519 -2.62591 -0.26 0.73 -0.66
Sb -0.68345 -3.69108 -2.21140 -1.03 0.15 0.02
S -2.23885 -2.18198 -1.03621 1.18 -0.25 -0.12
S 1.02556 -3.24392 -0.59979 0.23 0.07 1.04
C 3.12348 0.10586 0.22081 -0.30 -0.84 -0.74
O 1.84432 0.25311 -0.49168 -0.49 -0.03 -0.36
H 3.93530 0.06065 -0.52087 -0.26 0.17 0.44
H 3.07955 -0.87176 0.73335 0.14 0.64 -0.08
H 3.19042 0.95171 0.88253 0.40 0.09 0.34
H 1.98582 0.66584 -1.35666 0.28 -0.08 0.30

(6)
10
Properties=species:S:1:pos:R:3:forces:R:3 method="wB97M-V/def2-TZVPD" e_homo_ev=-11.0 relative_energy_kcal_mol=41.2 smiles=FC[C@]1(F)CO1 charge=0 lumo_energy_ev=0.9
C 0.86290 -0.81778 -0.82125 2.87 -0.05 -2.78
C 0.28356 -0.10062 0.29896 -0.69 -0.62 -0.44
C -0.99940 0.75569 0.35202 -0.89 0.29 -1.09
O 0.35956 -1.51166 0.27424 -1.72 0.07 0.41
F 1.15080 0.36481 1.21566 0.30 0.64 0.41
F -1.70258 0.51155 1.50705 -0.10 -0.39 0.18
H 0.42022 -0.93063 -1.87889 0.15 0.14 1.92
H 2.03055 -0.89825 -0.87795 -2.16 0.51 0.12
H -1.78440 0.86979 -0.51442 1.84 -1.22 1.23
H -0.62119 1.75711 0.44459 0.39 0.63 0.05